No. 1
{"formula": "C37H55Cl2F6N2O3PbSSb", "method": "ωB97M-V/def2-TZVPD", "elements": ["Pb", "C", "C", "C", "C", "C", "C", "C", "N", "C", "C", "C", "C", "C", "C", "O", "C", "C", "C", "C", "C", "C", "C", "C", "C", "O", "C", "C", "C", "C", "C", "C", "H", "H", "H", "H", "H", "H", "H", "H", "H", "H", "H", "H", "H", "H", "H", "H", "H", "H", "H", "H", "H", "H", "H", "H", "H", "H", "H", "H", "H", "H", "H", "H", "H", "H", "H", "H", "H", "H", "H", "H", "Cl", "C", "Cl", "H", "H", "C", "S", "C", "O", "H", "H", "H", "H", "H", "H", "C", "C", "C", "C", "N", "C", "C", "H", "H", "H", "H", "H", "H", "H", "F", "Sb", "F", "F", "F", "F", "F"], "xyz": [[-1.336365, 0.619171, -1.902675], [0.474862, 0.794566, 6.703254], [0.774608, -0.200484, 5.579552], [0.155316, -1.563595, 5.949842], [2.305893, -0.355036, 5.442981], [0.258374, 0.238527, 4.232853], [0.309703, -0.614450, 3.158962], [0.057237, -0.151523, 1.854397], [0.237274, -0.849407, 0.774739], [0.943806, -1.907221, 0.470288], [2.163710, -2.269313, 1.037543], [2.770356, -3.478864, 0.734959], [2.158889, -4.354810, -0.229228], [1.017410, -4.063161, -0.894454], [0.467497, -2.697610, -0.741626], [-0.253118, -2.147528, -1.545233], [0.340592, -5.044511, -1.829954], [0.827843, -6.479049, -1.630081], [0.715842, -4.587400, -3.262637], [-1.187375, -5.026735, -1.668079], [3.994452, -3.897797, 1.502117], [4.473228, -5.312381, 1.181041], [5.102222, -2.887542, 1.093799], [3.749259, -3.783185, 3.018907], [-0.615130, 1.203350, 1.682943], [-1.269255, 1.416250, 0.673402], [-0.531258, 2.126130, 2.834160], [-0.161449, 1.606910, 4.026221], [-0.918636, 3.586180, 2.670748], [-0.639181, 4.387949, 3.944920], [-0.118923, 4.218810, 1.522776], [-2.428031, 3.671035, 2.359316], [0.812037, 0.371747, 7.647696], [1.012223, 1.734524, 6.575732], [-0.593335, 0.990280, 6.792645], [0.478985, -1.833586, 6.952661], [-0.932134, -1.505484, 5.947828], [0.468854, -2.358807, 5.276606], [2.722838, -0.654273, 6.402629], [2.562797, -1.112156, 4.703316], [2.764925, 0.589980, 5.151948], [0.601514, -1.647905, 3.276251], [2.609899, -1.591379, 1.751668], [2.613089, -5.318824, -0.392845], [1.863956, -6.609920, -1.938252], [0.722679, -6.803194, -0.595010], [0.219487, -7.140093, -2.243893], [1.796132, -4.582239, -3.396986], [0.285504, -5.299229, -3.966500], [0.327988, -3.595260, -3.478119], [-1.470771, -5.390063, -0.680164], [-1.604694, -4.035636, -1.814819], [-1.635058, -5.692742, -2.403644], [4.727377, -5.427190, 0.127853], [5.374615, -5.522513, 1.754173], [3.733861, -6.061863, 1.466037], [5.280928, -2.914657, 0.019921], [4.851132, -1.868631, 1.382805], [6.021213, -3.174508, 1.602411], [2.897923, -4.394342, 3.319139], [4.627522, -4.146687, 3.548396], [3.573948, -2.755822, 3.335214], [-0.167165, 2.249548, 4.890691], [0.410403, 4.333121, 4.233382], [-0.877800, 5.434824, 3.770458], [-1.261212, 4.053085, 4.774461], [0.952186, 4.074865, 1.668982], [-0.407255, 3.791642, 0.565153], [-0.319929, 5.289348, 1.501818], [-3.011112, 3.160030, 3.123891], [-2.721910, 4.720301, 2.350634], [-2.654933, 3.239623, 1.388303], [-1.146898, -0.855879, -4.461662], [-2.722532, -1.686017, -4.358600], [-3.470843, -1.354871, -2.783459], [-2.562090, -2.757923, -4.444699], [-3.371933, -1.312012, -5.145247], [-1.537191, 5.360295, -3.076692], [-0.236691, 4.106539, -2.845594], [1.142905, 5.136110, -2.310284], [-0.679921, 3.282440, -1.687679], [-1.197675, 6.060226, -3.837564], [-1.709312, 5.866785, -2.129347], [-2.449306, 4.871273, -3.410472], [1.442689, 5.728115, -3.174036], [1.966341, 4.491713, -2.010633], [0.812199, 5.765472, -1.486642], [-6.499772, 3.692206, -4.940969], [-5.308357, 3.121248, -4.260523], [-5.281932, 2.895778, -2.881954], [-4.180983, 2.300052, -2.303692], [-3.107771, 1.918925, -3.007693], [-3.097581, 2.176317, -4.324987], [-4.159106, 2.764556, -4.977533], [-7.272226, 3.976963, -4.231787], [-6.917613, 2.955569, -5.629923], [-6.229121, 4.559844, -5.542330], [-6.128346, 3.167222, -2.267630], [-4.150125, 2.112331, -1.236402], [-2.200736, 1.895931, -4.865264], [-4.108940, 2.931290, -6.044463], [0.378853, 1.428363, -3.284148], [2.161412, 1.710842, -4.328230], [1.192435, 3.308210, -4.800656], [2.561257, 2.618585, -2.697529], [3.726258, 2.122670, -5.211284], [2.615539, 0.083235, -3.481321], [1.230755, 0.764404, -5.657299]], "atomic_forces_ev_per_a": [[0.3948, -0.3409, 0.1409], [0.0517, -0.0179, -0.0679], [-0.0419, -0.3398, 0.2419], [0.0315, 0.1743, -0.0237], [-0.1001, 0.1234, -0.0389], [0.2379, -0.6457, -0.4637], [-0.0356, -0.0623, 0.4725], [0.0192, -0.7142, 0.0777], [-0.6109, 0.9587, -0.6080], [0.8249, -0.2854, 0.3524], [-0.1056, 0.5363, 0.0443], [-0.1852, 0.1391, 0.2407], [-0.4195, -0.1697, -0.3586], [0.1065, -0.7320, -0.0417], [-0.1903, 0.1273, 0.1829], [0.1027, -0.0304, 0.1397], [0.0474, 0.2417, -0.4761], [0.0444, 0.1076, 0.0643], [-0.1309, -0.1905, 0.1034], [0.1149, 0.0060, 0.1681], [0.3808, 0.2301, -0.0662], [-0.0832, 0.0036, 0.0134], [-0.0647, -0.1398, 0.0116], [-0.1818, -0.0081, -0.0891], [-0.1590, 0.0801, 0.0714], [0.3796, 0.0933, 0.2903], [0.1034, 0.3118, 0.3346], [-0.1538, 0.5621, -0.5860], [-0.3306, 0.0883, -0.0480], [-0.0509, -0.1251, -0.0732], [0.0032, -0.1215, 0.0669], [0.1922, 0.1405, 0.0412], [-0.0139, -0.0313, 0.0109], [-0.0385, 0.0608, -0.0129], [-0.0476, 0.0549, 0.0451], [0.0158, -0.0447, 0.0307], [-0.0594, -0.0539, 0.0300], [-0.0012, -0.0561, -0.0358], [0.0060, -0.0152, 0.0531], [0.0131, -0.0471, -0.0195], [0.0784, 0.0215, -0.0023], [0.1661, 0.0135, 0.0496], [-0.0270, -0.0980, 0.1376], [-0.0035, -0.0227, 0.0632], [0.0624, -0.0280, -0.0139], [-0.0140, -0.0229, 0.0677], [0.0230, -0.0322, -0.0444], [0.0512, -0.0013, -0.0450], [0.0129, 0.0131, -0.0867], [-0.0146, 0.0669, -0.0613], [-0.0799, -0.0041, 0.0485], [-0.0860, 0.0770, -0.0099], [0.0338, -0.0526, -0.0194], [-0.0018, -0.0545, -0.0366], [0.0145, 0.0421, 0.0032], [-0.0192, -0.0505, -0.0579], [0.0532, 0.0102, -0.0464], [0.0086, 0.0403, 0.0153], [0.0437, 0.0188, 0.0043], [-0.0205, -0.0374, 0.0633], [0.0486, -0.0006, -0.0140], [0.0004, 0.0310, 0.0010], [0.0175, 0.0215, -0.0001], [0.0491, 0.0030, 0.0546], [-0.0248, 0.0377, -0.0329], [0.0118, 0.0064, 0.0727], [0.0702, 0.0590, -0.0144], [0.0312, -0.0392, -0.0715], [0.0050, 0.0485, -0.0164], [-0.0647, 0.0052, 0.0300], [-0.0719, 0.0233, 0.0064], [-0.0704, -0.0305, -0.0274], [-0.1537, -0.1561, -0.3012], [0.1585, -0.0925, -0.0891], [-0.3116, -0.2755, 0.0487], [0.0251, 0.1244, 0.0313], [0.0664, 0.0129, 0.0991], [-0.0891, -0.2291, -0.5645], [-0.4578, 1.4486, 1.6862], [0.3636, -0.2302, -0.3276], [0.2130, 0.0923, -0.5661], [0.1167, -0.0193, -0.0618], [0.2483, -0.1262, 0.1670], [0.0353, -0.1709, -0.0355], [-0.0395, 0.0064, -0.0790], [-0.1163, -0.1115, -0.0789], [-0.3105, -0.0475, -0.0053], [-0.1499, 0.0640, -0.1223], [0.2769, -0.1502, 0.1794], [-0.0193, 0.0090, -0.1314], [0.0232, -0.0584, 0.0390], [0.0834, 0.2733, -0.0815], [0.0205, -0.0088, -0.1128], [-0.1236, 0.0303, 0.0920], [-0.0184, 0.0229, -0.0099], [-0.0241, -0.0083, 0.0125], [0.0097, 0.0394, 0.0056], [-0.0260, 0.0076, 0.0422], [-0.0588, -0.0308, 0.0526], [0.0222, -0.0797, -0.0556], [0.0417, 0.0037, -0.0528], [0.0927, -0.0589, -0.1927], [-1.0312, -0.7944, 0.9411], [0.3387, -0.0736, -0.1204], [0.1442, -0.1589, -0.4712], [-0.1736, -0.0459, 0.0612], [0.0951, 0.5134, -0.3618], [0.3797, 0.3459, 0.1279]], "spin_multiplicity": 2, "largest_force_ha_per_bohr": 0.0441, "total_charge": 3, "total_energy_ev": -112331.373}

***

No. 2
{"formula": "C37H56CsF6N8O5S3SbSi", "method": "ωB97M-V/def2-TZVPD", "elements": ["Cs", "N", "N", "C", "O", "O", "H", "H", "H", "S", "C", "N", "C", "C", "C", "C", "C", "C", "S", "H", "H", "H", "H", "C", "C", "N", "C", "C", "N", "C", "C", "H", "H", "H", "H", "H", "H", "H", "H", "H", "H", "H", "H", "H", "C", "C", "C", "C", "O", "Si", "S", "O", "C", "C", "C", "C", "O", "C", "C", "C", "C", "H", "H", "H", "H", "H", "H", "H", "H", "H", "H", "H", "H", "H", "H", "H", "H", "H", "H", "H", "H", "H", "H", "H", "H", "H", "H", "H", "F", "Sb", "F", "F", "F", "F", "F", "C", "C", "N", "C", "C", "C", "C", "C", "C", "C", "C", "N", "C", "N", "H", "H", "H", "H", "H", "H", "H", "H", "H"], "xyz": [[-2.870703, -0.582106, 0.311420], [-0.714720, 2.264944, 3.370934], [-1.021897, 1.118506, 4.192424], [-1.777864, 0.082706, 3.595595], [-1.640415, -1.064898, 4.070016], [-2.545695, 0.448154, 2.650341], [-1.261321, 2.060766, 2.535136], [0.234944, 2.148066, 3.017285], [-0.209523, 0.766877, 4.679627], [-2.040212, 1.693742, -3.569317], [-2.385252, 0.069557, -3.812818], [-2.617128, -0.811511, -2.860086], [-2.850361, -2.046198, -3.373597], [-3.131366, -3.196127, -2.606661], [-3.387431, -4.374861, -3.253164], [-3.350622, -4.451603, -4.660356], [-3.061498, -3.350116, -5.434156], [-2.809014, -2.139235, -4.785312], [-2.438363, -0.600849, -5.441789], [-3.164025, -3.131681, -1.527301], [-3.619723, -5.260498, -2.677186], [-3.554854, -5.398971, -5.142168], [-3.032815, -3.420421, -6.512723], [-4.485607, 4.439809, 1.892033], [-3.528755, 3.226908, 2.008467], [-3.074424, 2.833129, 0.676147], [-4.218450, 2.440245, -0.133081], [-5.185897, 3.627894, -0.330209], [-4.596125, 4.787021, 0.429908], [-3.241525, 5.144238, -0.128654], [-2.324048, 3.900939, 0.040673], [-4.108378, 5.328159, 2.397749], [-5.493658, 4.225143, 2.243946], [-4.017989, 2.373056, 2.472373], [-2.671894, 3.479977, 2.628179], [-4.737708, 1.642262, 0.386643], [-3.873015, 2.071773, -1.100482], [-6.174267, 3.426077, 0.077508], [-5.284675, 3.939446, -1.368716], [-5.213423, 5.588549, 0.331782], [-2.889042, 6.013887, 0.424249], [-3.395681, 5.421905, -1.170555], [-1.451517, 4.133884, 0.648934], [-1.953422, 3.553870, -0.922376], [2.888696, 4.553428, -1.780711], [3.817283, 4.126166, -0.645734], [3.419049, 4.815387, 0.654971], [5.261226, 4.466617, -0.996879], [3.782285, 2.717767, -0.461209], [2.496013, 1.651492, -0.524573], [0.770884, 2.300868, 0.333208], [3.197500, 0.270504, 0.076528], [3.944714, 0.047915, 1.270752], [3.483832, 0.958870, 2.406989], [3.707151, -1.406714, 1.654763], [5.424401, 0.278140, 0.966988], [2.228368, 1.278140, -2.127170], [3.029315, 0.608710, -3.089506], [2.838272, -0.897165, -2.937126], [2.505128, 1.060070, -4.449000], [4.508705, 0.963166, -2.961366], [2.980811, 5.628332, -1.960342], [1.853750, 4.316601, -1.525370], [3.147045, 4.020629, -2.698682], [3.446435, 5.902889, 0.537531], [4.112987, 4.534601, 1.450648], [2.413663, 4.502569, 0.940809], [5.385938, 5.545869, -1.121287], [5.551840, 3.969343, -1.924562], [5.926743, 4.125272, -0.201530], [2.418242, 0.817226, 2.590029], [3.646143, 2.005844, 2.152138], [4.040095, 0.727923, 3.319525], [2.645963, -1.569780, 1.860312], [4.284390, -1.674844, 2.542374], [4.003113, -2.059768, 0.831488], [5.575694, 1.304171, 0.631641], [5.751812, -0.400629, 0.175075], [6.035264, 0.095723, 1.855595], [1.780716, -1.139389, -3.062063], [3.155776, -1.212865, -1.941570], [3.412236, -1.440523, -3.692797], [1.438971, 0.834882, -4.522810], [3.033065, 0.555080, -5.262105], [2.634062, 2.138651, -4.559112], [4.892421, 0.661809, -1.987489], [4.649402, 2.039896, -3.061960], [5.086299, 0.459088, -3.741423], [-5.315742, -0.445433, -0.829869], [-7.056870, -0.381048, -0.036025], [-6.741263, -2.082436, 0.708368], [-7.768238, -1.141743, -1.605326], [-8.760869, -0.259526, 0.756500], [-7.234020, 1.371698, -0.778487], [-6.268883, 0.458182, 1.475534], [1.678752, -3.695565, 0.119366], [0.792134, -2.689139, -0.230161], [-0.127784, -2.206311, 0.605010], [-0.199458, -2.744127, 1.822416], [0.644173, -3.762322, 2.276962], [1.616884, -4.225676, 1.393987], [0.542584, -4.174348, 3.687619], [0.804263, -5.362382, 4.236093], [1.145825, -6.626814, 3.561141], [0.562026, -7.039731, 2.364001], [0.946879, -8.263830, 1.860939], [1.837096, -9.050326, 2.470960], [2.316475, -8.576573, 3.614291], [2.016198, -7.421086, 4.197167], [2.437306, -4.019717, -0.581497], [0.848050, -2.217466, -1.202261], [-0.912171, -2.296544, 2.518598], [2.338180, -4.968463, 1.712984], [0.239912, -3.372214, 4.355041], [0.786445, -5.445171, 5.316753], [-0.165067, -6.423131, 1.856096], [0.528469, -8.639208, 0.933499], [3.032369, -9.203932, 4.134652]], "atomic_forces_ev_per_a": [[0.7613, -0.3409, -0.2026], [0.0303, 0.0118, -0.0142], [0.0636, -0.2066, 0.1460], [0.0168, 0.1127, 0.0286], [-0.0558, 0.0961, -0.0781], [0.3092, 0.1269, 1.0507], [-0.0463, 0.0735, -0.1331], [-0.0086, 0.0074, -0.0374], [-0.1324, 0.0111, -0.0372], [0.0105, 0.0495, 0.0613], [0.0549, -0.0141, -0.0322], [-0.0011, -0.0683, -0.0739], [0.0029, -0.0580, 0.0084], [-0.0661, 0.0900, 0.0010], [0.0531, -0.0152, -0.0271], [0.0069, 0.0149, -0.0027], [-0.0060, -0.0099, 0.0406], [-0.0316, -0.0584, 0.0332], [0.0304, 0.0374, -0.0549], [0.0088, 0.0225, -0.0421], [-0.0027, -0.0041, -0.0220], [0.0014, 0.0032, -0.0005], [-0.0021, 0.0049, -0.0090], [0.0252, -0.0203, -0.0392], [-0.0191, -0.0031, -0.1524], [-0.0543, 0.0041, 0.0885], [0.0756, 0.0403, -0.0052], [0.0225, -0.0048, 0.0701], [0.0102, 0.0307, -0.0174], [-0.0118, -0.0739, 0.0301], [-0.1092, 0.0263, 0.0785], [-0.0042, 0.0091, 0.0059], [-0.0146, -0.0054, -0.0213], [-0.0046, -0.0112, -0.0009], [0.0545, 0.0050, -0.0047], [-0.0947, 0.0281, -0.0527], [-0.0123, 0.0110, 0.0250], [-0.0098, 0.0005, -0.0049], [0.0082, 0.0109, -0.0122], [0.0310, -0.0405, -0.0037], [0.0004, 0.0063, 0.0168], [-0.0109, 0.0109, -0.0103], [0.0119, 0.0007, -0.0222], [0.0132, -0.0117, 0.0033], [-0.0169, 0.0053, -0.0216], [-0.0456, -0.0223, -0.0201], [-0.0340, 0.0366, 0.0301], [0.0420, 0.0264, -0.0256], [0.0930, 0.0068, 0.0129], [-0.1435, 0.0188, -0.0797], [-0.0739, -0.0338, -0.0985], [0.0523, -0.1047, 0.0170], [-0.0433, 0.0557, -0.0030], [0.0113, -0.0352, -0.0241], [-0.0689, 0.0192, -0.0088], [-0.0137, 0.0129, 0.0065], [0.0423, -0.0159, 0.0085], [-0.0090, 0.0313, 0.0471], [-0.0162, -0.0619, 0.0411], [-0.0284, 0.0100, -0.0242], [0.0160, 0.0236, 0.0085], [-0.0082, -0.0114, 0.0063], [0.0232, 0.0044, -0.0174], [-0.0049, 0.0143, 0.0074], [0.0004, -0.0147, 0.0111], [-0.0035, -0.0035, 0.0056], [0.0231, 0.0134, 0.0003], [0.0050, -0.0286, 0.0027], [0.0015, 0.0100, 0.0105], [-0.0042, 0.0020, -0.0066], [-0.0083, -0.0028, -0.0047], [-0.0035, 0.0445, -0.0080], [-0.0038, -0.0051, -0.0185], [0.0757, 0.0315, -0.0080], [0.0069, -0.0070, 0.0164], [0.0020, -0.0056, 0.0073], [0.0030, 0.0065, -0.0052], [-0.0082, 0.0119, 0.0121], [-0.0164, -0.0012, -0.0178], [-0.0169, -0.0185, 0.0010], [-0.0072, 0.0206, -0.0307], [-0.0012, -0.0024, 0.0109], [0.0147, 0.0061, -0.0123], [-0.0063, 0.0085, 0.0048], [-0.0013, -0.0106, -0.0007], [0.0106, 0.0035, 0.0201], [0.0096, 0.0023, 0.0036], [-0.0275, 0.0019, 0.0067], [-0.5262, -0.0075, -0.2782], [-0.1374, 0.1363, -0.0705], [0.0051, 0.0223, -0.0036], [-0.0363, 0.0263, 0.0216], [0.0348, -0.0033, -0.0484], [-0.0208, -0.0385, -0.0050], [0.0576, -0.0314, -0.0013], [0.0396, -0.0148, -0.0511], [-0.0412, 0.0864, 0.0758], [-0.0770, -0.3375, -0.1080], [0.0898, 0.2210, 0.2144], [0.0864, 0.1051, -0.1331], [-0.0654, -0.0785, 0.0817], [-0.0184, -0.0041, -0.0099], [0.0243, -0.0159, 0.0298], [0.0152, -0.0053, 0.0201], [-0.0106, -0.0134, -0.0013], [0.0133, -0.0131, 0.0057], [-0.0100, 0.0245, 0.0122], [-0.0445, 0.0609, -0.0092], [0.0130, -0.0466, -0.0330], [-0.0192, 0.0133, -0.0090], [-0.0038, 0.0181, -0.0631], [-0.0201, -0.0608, -0.0572], [-0.0071, 0.0145, -0.0037], [-0.0400, -0.0087, -0.0069], [-0.0183, 0.0073, -0.0033], [0.0000, 0.0031, -0.0025], [-0.0074, -0.0004, -0.0074], [0.0019, -0.0019, 0.0077]], "spin_multiplicity": 2, "largest_force_ha_per_bohr": 0.0214, "total_charge": -1, "total_energy_ev": -125221.373}